Density functional theory data (ωB97M-V/def2-TZVPD) for a molecular structure, C12H48HfN2O17S.

Element x y z (Å)
Hf  2.85244  1.72790  -0.96124
S  -0.03675  1.39743  -0.33774
O  1.16139  1.21765  0.46170
O  -0.84895  0.25043  -0.26695
O  -0.77556  2.64778  -0.08248
O  0.70087  1.57390  -1.54682
C  5.77518  -2.42151  -3.54303
O  4.48754  -1.70480  -3.72951
C  3.77693  -2.10845  -4.90692
C  2.49169  -1.23566  -4.94830
N  1.54492  -1.68190  -3.88972
C  0.22351  -1.02690  -3.96244
C  -0.77565  -1.71920  -2.97034
O  -1.13266  -3.05573  -3.51693
C  -2.17193  -3.64656  -2.77169
H  5.77194  -3.51149  -3.53639
H  6.18128  -2.24902  -2.54632
H  6.55225  -2.10295  -4.23786
H  3.56173  -3.17427  -4.98316
H  4.34568  -1.86807  -5.80516
H  2.07633  -1.40800  -5.94121
H  2.55053  -0.14874  -4.89113
H  1.35322  -2.66513  -4.01859
H  -0.15713  -1.18770  -4.97109
H  0.21341  0.04056  -3.74212
H  -1.66561  -1.08997  -2.95852
H  -0.34905  -1.82285  -1.97265
H  -1.81283  -3.75618  -1.74840
H  -2.51444  -4.65068  -3.02172
H  -3.10846  -3.09036  -2.73076
C  -0.33974  -2.60067  6.22465
O  -0.55390  -1.28446  6.06705
C  0.10207  -0.59419  4.98823
C  -0.25004  0.88334  4.91163
N  -1.67292  1.03874  4.54828
C  -2.10891  0.77595  3.19313
C  -3.65710  0.88980  3.14618
O  -4.33010  0.14627  4.14851
C  -4.35251  -1.25220  3.95627
H  -0.87095  -3.19487  5.48111
H  -0.61360  -2.96197  7.21589
H  0.70007  -2.91915  6.15062
H  -0.07458  -1.01279  3.99744
H  1.16388  -0.61561  5.23359
H  0.48002  1.47317  4.35737
H  -0.11755  1.29534  5.91203
H  -2.14128  0.30410  5.05920
H  -1.74307  -0.21301  2.91711
H  -1.73050  1.50504  2.47667
H  -3.96823  0.51218  2.17216
H  -4.04106  1.90542  3.05036
H  -4.72194  -1.74850  4.85366
H  -3.36242  -1.67016  3.77423
H  -4.96700  -1.50813  3.09314
O  -0.82946  4.32924  -2.05574
H  -0.83333  3.65848  -1.37288
H  -1.70237  4.71972  -2.01352
O  -1.15060  -1.96431  0.88669
H  -1.07893  -1.10770  0.46562
H  -2.04865  -2.24435  0.70970
O  -3.16520  3.11719  0.82766
H  -2.25699  2.94773  0.57732
H  -3.68300  2.77221  0.10028
O  2.56842  2.04862  -3.32324
H  1.73423  2.37299  -3.66255
H  3.15368  2.05324  -4.08067
O  2.92565  3.12785  1.06621
H  2.18568  3.40183  1.60808
H  3.68352  3.18553  1.64805
O  0.60802  3.87245  2.11069
H  0.09341  3.89868  2.91736
H  -0.00675  3.56685  1.44368
O  1.93966  3.90089  -1.37048
H  1.03784  4.21521  -1.43484
H  2.47628  4.67281  -1.55048
O  -3.36634  0.20250  -0.77574
H  -3.49273  -0.70746  -0.50697
H  -2.43081  0.36189  -0.65085
O  2.31054  -0.66151  -1.44414
H  1.99427  -1.11395  -2.22613
H  2.23351  -1.30980  -0.74413

The LUMO energy (spin up / spin down) comes out at -5.2 / -5.0 eV. As for the max |F|: 7.20 eV/A. The molecular weight is 703.07 u. The total charge is +1. Its multiplicity is 2.